{"formula": "C14H19N5O5SSe2Sn", "method": "wB97M-V/def2-TZVPD", "species": ["Sn", "N", "C", "C", "C", "C", "C", "C", "S", "O", "O", "N", "C", "N", "C", "C", "C", "N", "H", "H", "H", "H", "H", "H", "H", "H", "H", "C", "Se", "C", "C", "Se", "C", "H", "H", "H", "H", "H", "H", "H", "H", "H", "H", "O", "N", "O", "O"], "xyz": [[-0.629799, 1.510088, -1.345249], [1.304127, 2.018396, 6.100089], [0.521028, 1.870465, 4.975745], [-0.641353, 1.091634, 5.023219], [-1.436977, 0.958879, 3.908283], [-1.089517, 1.618396, 2.732902], [0.055418, 2.411450, 2.673000], [0.854652, 2.532093, 3.789186], [-2.072670, 1.393499, 1.318203], [-3.392041, 1.012120, 1.717549], [-1.936590, 2.592316, 0.469855], [-1.369605, 0.312992, 0.314018], [-0.639675, -0.797795, 0.705038], [-0.825774, -1.369854, 1.888725], [-0.023646, -2.397829, 2.165057], [0.924319, -2.874889, 1.280724], [1.001021, -2.220734, 0.062818], [0.231230, -1.184694, -0.233398], [1.188314, 1.359537, 6.848559], [2.235045, 2.374747, 5.979431], [-0.913460, 0.591585, 5.945733], [-2.326125, 0.343164, 3.928938], [0.319442, 2.921136, 1.759354], [1.752612, 3.138333, 3.747045], [-0.159860, -2.854532, 3.139721], [1.574895, -3.701555, 1.526739], [1.710430, -2.525273, -0.699238], [2.429317, -0.971290, -3.979286], [1.477322, 0.708700, -3.778543], [0.093876, 0.453692, -5.131136], [-0.686536, -0.839957, -4.974669], [-1.242597, -1.165110, -3.130205], [-3.065656, -1.723427, -3.516799], [2.825456, -1.050485, -4.987234], [1.780272, -1.810935, -3.745420], [3.240645, -0.928827, -3.255759], [0.555771, 0.496808, -6.117039], [-0.552456, 1.323446, -5.018254], [-0.077226, -1.691558, -5.267369], [-1.589262, -0.842264, -5.584089], [-3.040589, -2.626240, -4.118343], [-3.597365, -0.928920, -4.032653], [-3.547468, -1.930205, -2.564747], [2.515328, 0.386617, 0.973071], [2.223783, 0.812871, -0.129328], [2.830635, 0.556771, -1.157709], [1.211309, 1.646640, -0.206533]], "forces_ev_per_a": [[0.10, -0.02, -0.02], [-0.07, 0.10, -0.04], [0.05, -0.02, 0.08], [0.01, -0.01, 0.08], [-0.03, 0.01, -0.11], [0.17, 0.00, 0.08], [-0.11, -0.14, 0.08], [0.02, 0.04, -0.01], [-0.11, -0.06, -0.32], [0.09, -0.07, 0.03], [0.01, -0.01, 0.05], [0.17, -0.16, 0.32], [-0.28, 0.27, -0.12], [0.01, -0.05, 0.05], [-0.13, 0.11, 0.04], [0.03, -0.01, 0.00], [0.00, 0.00, -0.11], [0.11, -0.06, -0.04], [0.02, -0.04, -0.01], [0.03, -0.03, 0.00], [0.02, 0.00, -0.02], [0.03, 0.03, 0.00], [0.01, -0.02, -0.02], [-0.04, -0.02, 0.01], [0.00, 0.00, 0.00], [-0.04, 0.02, -0.01], [0.01, 0.02, 0.01], [-0.05, 0.07, 0.09], [-0.07, 0.10, 0.00], [0.08, -0.13, -0.02], [0.05, 0.02, 0.01], [-0.10, -0.15, 0.15], [0.07, 0.06, -0.03], [0.04, -0.03, -0.03], [-0.01, -0.04, 0.00], [-0.02, -0.01, -0.03], [-0.03, 0.02, -0.04], [-0.04, 0.01, 0.01], [0.01, -0.02, -0.10], [0.01, 0.05, -0.06], [-0.07, -0.05, -0.03], [-0.05, 0.00, -0.01], [0.00, 0.00, 0.01], [-0.11, 0.11, -0.32], [0.27, 0.07, 0.15], [0.03, -0.18, 0.19], [-0.09, 0.18, 0.08]], "nbo_charge": [1.369, -0.790, 0.196, -0.290, -0.105, -0.438, -0.136, -0.226, 2.342, -0.914, -1.007, -1.083, 0.561, -0.488, 0.106, -0.341, 0.117, -0.520, 0.386, 0.387, 0.211, 0.245, 0.245, 0.207, 0.197, 0.229, 0.202, -0.794, 0.349, -0.595, -0.577, 0.307, -0.786, 0.219, 0.216, 0.254, 0.225, 0.229, 0.217, 0.227, 0.220, 0.218, 0.239, -0.413, 0.740, -0.450, -0.713], "gap_ev": 8.48, "relative_energy_kcal_mol": 13.1, "total_charge": 0, "spin_multiplicity": 1}